Molecular formula: CH3N5S
Method: DFT, ωB97M-V/def2-TZVPD

```
10
CH3N5S ωB97M-V/def2-TZVPD
N -1.68625 0.07589 -0.19691
N -1.46558 -1.16770 -0.26093
H -1.22238 2.42881 -0.25477
N -0.12355 -1.42559 -0.22013
N -0.28135 2.02649 -0.13722
C -0.46729 0.77288 -0.09685
H 2.56215 -0.24433 0.94958
H 0.05946 -2.20007 0.40535
S 2.12256 -0.05641 -0.31464
N 0.50222 -0.20998 0.12653
```

Computed properties:
Structure (SMILES) = [H]/N=c1\nn[nH]n1S
Lowest unoccupied orbital energy = 0.05 eV
2S+1 = 1
HOMO level = -9.23 eV
Largest force on an atom = 1.4 eV/A
Energy above the lowest of the compared OMol25 structures with the same formula, charge and spin = 17.5 kcal/mol